17
Properties=species:S:1:pos:R:3:forces:R:3:mulliken_charge:R:1 method="wB97M-V/def2-TZVPD" de_lowest_kj_mol=71.9 molar_mass_g_mol=110.1 smiles="NCC(N)=O.O.O" e_lumo_ev=0.6 total_energy_ha=-417.4461 multiplicity=1
N 0.56356 -0.43801 1.29043 -0.257 -0.739 -0.165 -0.62
C 0.51938 -1.12601 -0.01985 0.254 0.331 0.371 -0.13
C 0.10688 -0.25404 -1.16169 -0.895 0.456 -1.558 0.20
N -0.03060 1.09241 -0.98005 -0.333 -0.102 0.919 -0.34
O -0.09115 -0.77105 -2.25618 0.473 0.049 0.406 -0.62
H 1.16034 -0.99599 1.89276 0.071 0.121 0.072 0.25
H -0.36434 -0.56327 1.69127 0.074 0.266 0.106 0.20
H -0.10598 -2.01601 -0.03412 0.017 -0.083 0.031 0.29
H 1.52693 -1.40439 -0.34274 0.024 -0.154 0.330 0.29
H -0.21323 1.44016 -0.05067 0.677 -0.071 -0.054 0.25
H 0.37474 1.76642 -1.60203 -0.271 -0.160 -0.449 0.23
H 1.48797 1.55930 1.38722 -0.219 -0.487 -0.125 0.33
H 2.14129 2.90786 1.56023 0.470 0.587 0.465 0.32
O 1.60178 2.41428 0.95938 -0.229 -0.059 -0.302 -0.66
H -2.37741 -1.37387 -1.35569 -0.182 -0.057 0.285 0.34
H -3.40308 -0.72145 -0.43321 -0.386 0.581 0.021 0.31
O -2.89708 -1.51635 -0.54509 0.712 -0.480 -0.353 -0.65